1.
This record from the Open Molecules 2025 dataset describes the ion C6H13ClN with charge +1 at a distorted geometry. The level of theory is ωB97M-V/def2-TZVPD.

Results
Total energy (hartree): -751.026527
Energy above the lowest of the compared OMol25 structures with the same formula, charge and spin (kJ/mol): 124.9
Max |F| (hartree/bohr): 0.1077
Structure (SMILES): CC[C@H]([NH3+])C1(Cl)CC1
Lowest unoccupied orbital energy (eV): -3.36

Geometry as ORCA input:
```
! wB97M-V def2-TZVPD RIJCOSX def2/J DEFGRID3
* xyz 1 1
C 0.228 -0.414 -2.305
C 0.186 1.091 -2.400
C -0.432 0.407 -1.254
C 0.447 -1.362 2.193
C -0.118 -1.102 0.768
C 0.295 0.263 0.239
N -0.460 1.397 1.192
Cl -2.202 0.604 -1.078
H -0.422 -1.091 -2.993
H 1.049 -0.992 -2.087
H 1.132 1.392 -2.096
H -0.293 1.630 -3.300
H -0.273 -1.204 3.086
H 1.400 -0.684 2.401
H 0.762 -2.416 2.465
H 0.131 -1.887 0.116
H -1.184 -1.086 0.844
H 1.347 0.482 0.195
H 0.019 2.354 1.035
H -0.123 1.106 2.037
H -1.490 1.512 0.942
*
```

2.
This record from the Open Molecules 2025 dataset describes the molecule C6H16N2 at a distorted geometry. The level of theory is ωB97M-V/def2-TZVPD.

Results
Total energy (hartree): -347.597341
Energy above the lowest of the compared OMol25 structures with the same formula, charge and spin (kJ/mol): 334.7
Max |F| (hartree/bohr): 0.1053
Structure (SMILES): CCNC[C@@H](C)NC
Lowest unoccupied orbital energy (eV): 1.10

Geometry as ORCA input:
```
! wB97M-V def2-TZVPD RIJCOSX def2/J DEFGRID3
* xyz 0 1
C 0.422 -0.098 -0.095
N -0.130 0.228 1.256
C 0.827 0.747 2.135
C 1.025 -0.231 3.273
C -0.459 0.395 -1.206
N -0.519 -0.830 -2.127
C -1.642 -1.740 -1.703
C 0.262 1.384 -2.181
H 0.618 -1.253 -0.128
H 1.531 0.306 -0.166
H -1.086 0.705 1.064
H 1.846 1.060 1.763
H 0.528 1.703 2.722
H 0.189 -0.026 4.053
H 2.008 -0.047 3.805
H 1.018 -1.239 3.201
H -1.525 0.707 -1.041
H -0.593 -0.619 -3.051
H -1.662 -2.629 -2.384
H -2.687 -1.457 -1.716
H -1.514 -2.199 -0.648
H 0.834 1.959 -1.419
H 1.045 0.945 -2.781
H -0.335 2.230 -2.624
*
```

3.
This record from the Open Molecules 2025 dataset describes a cluster of 6 separate species, C11H22Cl12O2 in total at a distorted geometry. The level of theory is ωB97M-V/def2-TZVPD.

Results
Total energy (hartree): -6105.062197
Energy above the lowest of the compared OMol25 structures with the same formula, charge and spin (kJ/mol): 66.1
Max |F| (hartree/bohr): 0.0477
Structure (SMILES): ClC(Cl)(Cl)Cl.ClCCCl.ClCCCl.ClCCCl.ClCCCl.OCCO
Lowest unoccupied orbital energy (eV): 0.11

Geometry as ORCA input:
```
! wB97M-V def2-TZVPD RIJCOSX def2/J DEFGRID3
* xyz 0 1
C -3.543 -3.160 0.275
Cl -4.434 -4.620 -0.122
Cl -4.660 -2.060 1.034
Cl -2.265 -3.554 1.492
Cl -2.805 -2.398 -1.181
C 2.582 -2.232 1.941
C 1.305 -2.578 2.690
O 1.529 -3.288 3.874
O 3.308 -1.143 2.528
H 2.384 -2.013 0.891
H 3.273 -3.067 1.825
H 0.634 -3.214 2.112
H 0.818 -1.614 2.837
H 1.861 -2.736 4.586
H 4.033 -1.512 3.037
Cl 1.877 5.004 2.552
C 3.096 3.800 3.160
C 2.624 2.382 2.767
Cl 0.977 2.003 3.358
H 3.268 3.906 4.231
H 4.049 3.941 2.649
H 3.256 1.578 3.144
H 2.535 2.271 1.686
Cl -4.308 5.967 -1.760
C -2.950 5.747 -2.851
C -1.865 4.953 -2.165
Cl -2.276 3.172 -1.859
H -2.713 6.774 -3.128
H -3.324 5.185 -3.707
H -1.493 5.348 -1.220
H -0.982 4.959 -2.804
Cl -1.613 0.415 1.521
C -0.419 0.906 0.338
C -0.375 0.262 -1.022
Cl 0.503 -1.261 -0.839
H 0.505 0.750 0.895
H -0.491 1.985 0.195
H 0.305 0.921 -1.561
H -1.363 0.209 -1.480
Cl 1.137 -5.368 -3.617
C -0.080 -4.135 -3.080
C -0.897 -3.807 -4.257
Cl 0.097 -2.941 -5.474
H 0.491 -3.374 -2.547
H -0.631 -4.603 -2.264
H -1.644 -3.107 -3.884
H -1.319 -4.653 -4.798
*
```

4.
This record from the Open Molecules 2025 dataset describes a cluster of 2 separate species, C4H14N2O2 in total at a distorted geometry. The level of theory is ωB97M-V/def2-TZVPD.

Results
Total energy (hartree): -420.762278
Energy above the lowest of the compared OMol25 structures with the same formula, charge and spin (kJ/mol): 112.4
Max |F| (hartree/bohr): 0.0423
Structure (SMILES): CNC[C@H](N)CO.O
Lowest unoccupied orbital energy (eV): 0.83

Geometry as ORCA input:
```
! wB97M-V def2-TZVPD RIJCOSX def2/J DEFGRID3
* xyz 0 1
N -0.909 0.600 2.422
C -0.525 0.107 1.086
C 0.335 -1.150 1.219
O -0.496 -2.261 1.629
C 0.253 1.237 0.402
N 0.350 1.172 -1.065
C 1.450 0.395 -1.603
H -0.387 0.170 3.170
H -1.892 0.469 2.608
H -1.447 -0.116 0.564
H 0.746 -1.359 0.235
H 1.084 -1.139 2.006
H -0.890 -2.720 0.883
H 1.269 1.261 0.836
H -0.197 2.184 0.667
H 0.491 2.127 -1.357
H 1.263 -0.674 -1.601
H 2.402 0.546 -1.071
H 1.611 0.700 -2.635
H -1.252 -0.389 -3.528
H -1.472 -0.361 -2.031
O -1.787 -0.798 -2.837
*
```

5.
This record from the Open Molecules 2025 dataset describes the molecule C4H13N3 at a distorted geometry. The level of theory is ωB97M-V/def2-TZVPD.

Results
Total energy (hartree): -324.434344
Energy above the lowest of the compared OMol25 structures with the same formula, charge and spin (kJ/mol): 106.6
Max |F| (hartree/bohr): 0.0279
Structure (SMILES): NCCNCCN
Lowest unoccupied orbital energy (eV): 1.06

Geometry as ORCA input:
```
! wB97M-V def2-TZVPD RIJCOSX def2/J DEFGRID3
* xyz 0 1
C -0.855 0.305 1.006
N -0.144 0.426 -0.284
C 1.191 0.960 -0.040
C 2.151 0.564 -1.147
N 2.124 -0.879 -1.460
C -2.355 0.052 0.843
N -2.653 -1.302 0.417
H -0.624 1.191 1.595
H -0.485 -0.590 1.539
H -0.170 -0.446 -0.788
H 1.550 0.605 0.942
H 1.139 2.053 0.067
H 1.941 1.135 -2.060
H 3.156 0.960 -0.946
H 3.036 -1.294 -1.271
H 1.618 -1.344 -0.703
H -2.716 0.808 0.136
H -2.941 0.281 1.735
H -2.258 -2.017 0.988
H -2.707 -1.467 -0.569
*
```

6.
This record from the Open Molecules 2025 dataset describes the molecule C5H8N2 at a distorted geometry. The level of theory is ωB97M-V/def2-TZVPD.

Results
Total energy (hartree): -304.760226
Energy above the lowest of the compared OMol25 structures with the same formula, charge and spin (kJ/mol): 197.6
Max |F| (hartree/bohr): 0.0440
Structure (SMILES): C[C@@]1(CC#N)CN1
Lowest unoccupied orbital energy (eV): 0.89

Geometry as ORCA input:
```
! wB97M-V def2-TZVPD RIJCOSX def2/J DEFGRID3
* xyz 0 1
C -0.983 1.209 -0.217
C -0.285 -0.132 -0.250
C 1.170 -0.072 -0.727
C 1.988 0.610 0.287
N 2.590 1.135 1.123
C -0.441 -1.073 0.853
N -0.817 -1.465 -0.541
H -0.460 1.837 0.518
H -0.944 1.723 -1.182
H -2.026 1.118 0.094
H 1.280 0.441 -1.686
H 1.541 -1.096 -0.850
H -1.281 -0.835 1.514
H 0.382 -1.622 1.279
H -1.715 -1.777 -0.216
*
```

7.
This record from the Open Molecules 2025 dataset describes a structure of composition C4H5NdO4 at a distorted geometry. The level of theory is ωB97M-V/def2-TZVPD.

Results
Total energy (hartree): -1015.884019
Max |F| (hartree/bohr): 0.1081
Lowest unoccupied orbital energy (spin up / spin down) (eV): -22.00 / -19.67

Geometry as ORCA input:
```
! wB97M-V def2-TZVPD RIJCOSX def2/J DEFGRID3
* xyz 4 4
C 2.496 1.576 0.704
O 3.518 0.861 0.720
H 2.469 2.498 1.302
H 4.143 1.045 1.449
C 1.385 1.165 -0.160
C 0.063 0.989 0.513
H 1.240 2.048 -0.828
H 1.644 0.320 -0.819
H -0.329 1.787 1.167
O -0.594 -0.013 0.288
C -4.398 -3.679 -1.689
O -4.668 -4.233 -2.652
O -4.037 -3.013 -0.796
Nd -2.932 -1.350 0.800
*
```

8.
This record from the Open Molecules 2025 dataset describes a structure of composition C5H8O. The level of theory is ωB97M-V/def2-TZVPD.

Results
Total energy (hartree): -270.369864
Energy above the lowest of the compared OMol25 structures with the same formula, charge and spin (kJ/mol): 493.7
Max |F| (hartree/bohr): 0.0097
Lowest unoccupied orbital energy (eV): 0.87

Geometry as ORCA input:
```
! wB97M-V def2-TZVPD RIJCOSX def2/J DEFGRID3
* xyz 0 1
C 1.536 0.289 -0.730
C 0.574 -0.256 -1.718
C 0.299 -0.423 -0.225
C -0.799 0.402 0.287
C -1.585 -0.143 1.418
O -0.644 0.722 2.064
H 1.561 1.364 -0.585
H 2.482 -0.224 -0.584
H 0.840 -1.156 -2.265
H -0.064 0.438 -2.256
H 0.446 -1.428 0.174
H -0.614 1.434 1.172
H -2.629 0.157 1.530
H -1.404 -1.177 1.719
*
```

9.
This record from the Open Molecules 2025 dataset describes a cluster of 2 separate species, C8H13ClN5 in total at a distorted geometry. The level of theory is ωB97M-V/def2-TZVPD.

Results
Total energy (hartree): -1046.208991
Max |F| (hartree/bohr): 0.2011
Lowest unoccupied orbital energy (spin up / spin down) (eV): -3.08 / -7.08

Geometry as ORCA input:
```
! wB97M-V def2-TZVPD RIJCOSX def2/J DEFGRID3
* xyz 1 3
C 3.569 1.578 -0.850
C 2.248 1.894 -1.144
C 3.802 0.305 -0.202
C 1.112 1.148 -0.855
C 2.691 -0.451 0.099
C 1.406 -0.112 -0.232
C -2.920 0.177 -0.489
C 0.339 -1.138 -0.160
N -3.428 1.465 -0.358
N -3.852 -0.761 -0.585
N -0.025 -1.099 2.501
N -0.935 -1.066 -0.328
N -1.595 0.096 -0.496
Cl 0.883 -2.773 -0.128
H 4.489 2.072 -1.160
H 1.959 2.900 -1.455
H 4.742 0.159 0.322
H 0.107 1.409 -1.150
H 2.907 -1.563 0.528
H -4.388 1.522 -0.648
H -2.787 2.225 -0.403
H -4.804 -0.671 -0.154
H -3.659 -1.770 -0.619
H -0.976 -0.862 2.401
H 0.039 -2.136 2.568
H -1.305 -2.003 -0.290
H 0.380 -0.546 3.285
*
```

10.
This record from the Open Molecules 2025 dataset describes a cluster of 2 separate species, C3H6N2S in total at a distorted geometry. The level of theory is ωB97M-V/def2-TZVPD.

Results
Total energy (hartree): -625.505441
Energy above the lowest of the compared OMol25 structures with the same formula, charge and spin (kJ/mol): 306.0
Max |F| (hartree/bohr): 0.0439
Lowest unoccupied orbital energy (spin up / spin down) (eV): -0.75 / -2.05

Geometry as ORCA input:
```
! wB97M-V def2-TZVPD RIJCOSX def2/J DEFGRID3
* xyz 0 1
C 0.625 -1.499 -0.338
C -1.285 0.116 -0.575
C -0.181 -0.472 0.204
N 1.176 -2.431 -0.757
N -0.031 -0.180 1.533
S 2.185 1.296 -0.698
H -2.248 -0.059 -0.022
H -1.329 -0.420 -1.576
H -1.155 1.194 -0.776
H 0.740 -0.675 1.971
H -0.215 0.659 2.112
H 1.718 2.472 -1.077
*
```

11.
This record from the Open Molecules 2025 dataset describes the molecule C5H8O at a distorted geometry. The level of theory is ωB97M-V/def2-TZVPD.

Results
Total energy (hartree): -270.446844
Energy above the lowest of the compared OMol25 structures with the same formula, charge and spin (kJ/mol): 291.6
Max |F| (hartree/bohr): 0.0453
Structure (SMILES): C1CC2(C1)CO2
Lowest unoccupied orbital energy (eV): 1.09

Geometry as ORCA input:
```
! wB97M-V def2-TZVPD RIJCOSX def2/J DEFGRID3
* xyz 0 1
C -1.761 -0.205 0.667
O -1.051 0.503 1.702
C -0.406 0.266 0.485
C 0.434 1.194 -0.347
C 1.035 -0.075 -0.979
C 0.638 -0.917 0.234
H -2.729 0.225 0.400
H -1.469 -1.255 0.655
H 1.150 1.666 0.333
H -0.013 1.943 -1.004
H 2.084 -0.063 -1.251
H 0.420 -0.378 -1.835
H 1.360 -0.958 1.051
H 0.415 -1.981 -0.021
*
```

12.
This record from the Open Molecules 2025 dataset describes a cluster of 2 separate species, C18H17Cl2FN2O6 in total at a distorted geometry. The level of theory is ωB97M-V/def2-TZVPD.

Results
Total energy (hartree): -2277.025588
Energy above the lowest of the compared OMol25 structures with the same formula, charge and spin (kJ/mol): 372.8
Max |F| (hartree/bohr): 0.0530
Lowest unoccupied orbital energy (eV): -3.41

Geometry as ORCA input:
```
! wB97M-V def2-TZVPD RIJCOSX def2/J DEFGRID3
* xyz 0 1
Cl -3.058 0.806 2.708
C -1.879 0.526 3.921
N -0.573 0.207 3.533
F -0.301 0.001 2.254
C 0.420 -0.012 4.495
Cl 2.005 -0.398 3.973
C 0.111 0.087 5.821
C -1.196 0.406 6.215
C -2.188 0.617 5.249
H 0.880 -0.082 6.555
H -1.437 0.482 7.263
H -3.195 0.861 5.542
C 0.623 4.370 -2.709
C 1.341 3.122 -2.242
O 0.475 2.040 -2.030
C 1.185 0.933 -1.644
C 0.451 -0.292 -1.334
C -1.004 -0.235 -1.249
O -1.676 -1.257 -1.287
O -1.588 0.998 -1.171
C -2.982 0.913 -1.334
C -3.500 2.150 -2.027
C 1.126 -1.550 -1.241
C 0.448 -2.721 -0.846
C 1.049 -3.952 -0.889
C 2.358 -4.071 -1.325
N 2.942 -5.395 -1.507
O 4.054 -5.483 -2.041
O 2.293 -6.381 -1.132
C 3.075 -2.934 -1.661
C 2.479 -1.701 -1.612
O 2.407 0.953 -1.594
H 1.301 5.221 -2.785
H 0.164 4.219 -3.687
H -0.173 4.636 -2.012
H 2.091 2.787 -2.972
H 1.870 3.293 -1.294
H -3.194 0.005 -1.917
H -3.425 0.766 -0.338
H -4.569 2.096 -2.235
H -3.305 3.031 -1.413
H -2.975 2.292 -2.973
H -0.582 -2.637 -0.545
H 0.515 -4.847 -0.610
H 4.101 -3.046 -1.979
H 3.034 -0.824 -1.891
*
```

> The highest total energy belongs to which entry?

number 8